Arrangement P

A cluster of 2 separate species, C7H11NS in total, computed with the ωB97M-V functional and the def2-TZVPD basis.

Geometry as XYZ:
```
20
Properties=species:S:1:pos:R:3:lowdin_charge:R:1
C -1.36513 1.98575 -0.46462 0.001
C -0.96564 1.19366 0.54881 -0.134
C 1.45234 -0.42980 0.00415 -0.386
C 2.07852 -1.78538 -0.23167 -0.055
C 1.86670 0.88386 -0.54992 -0.025
C -2.72236 -0.73583 0.36949 -0.597
C -0.47425 0.25174 1.26562 -0.266
N 0.45844 -0.56161 0.79167 0.060
S -3.18422 -0.49851 -1.16727 0.618
H -0.96139 3.04550 -0.50638 0.090
H 2.89734 -1.89834 0.58444 0.107
H 1.27962 -2.59877 -0.07384 0.097
H 2.49727 -2.00633 -1.22656 0.065
H 2.90038 1.01645 -0.89265 0.082
H 1.49517 1.50757 0.27333 0.078
H 1.17261 0.99757 -1.46777 0.121
H -3.36832 -0.23834 1.20204 0.071
H -2.03137 -1.51335 0.61393 -0.002
H -0.99572 -0.15647 2.11008 0.113
H -2.03000 1.54064 -1.18289 -0.038
```

The value obtained for the molar mass is 141.2 g mol⁻¹. As for the gap between HOMO and LUMO: 8.46 eV. As for the structure (SMILES): C=C=CN=C(C)C.C=S. The calculation puts the HOMO energy at -8.47 eV. As for the multiplicity: 1.

***

Arrangement Q

An isolated molecule of C7H11NS, computed with the ωB97M-V functional and the def2-TZVPD basis.

Geometry as XYZ:
```
20
Properties=species:S:1:pos:R:3:lowdin_charge:R:1
C -1.75360 -0.31023 0.14904 0.074
C -1.90446 0.95235 -0.00873 -0.479
C 1.12627 0.19425 0.19194 -0.399
C -1.91669 -1.75866 0.03156 -0.097
C -3.28439 1.51380 -0.47902 0.018
C 3.57700 0.63282 -0.08664 -0.154
C 2.47966 -0.40066 0.17792 -0.379
N -0.92096 1.92302 0.10451 -0.368
S 0.73428 1.74728 0.04458 0.938
H -2.91729 -2.16778 0.13731 0.080
H -1.60185 -2.16512 -0.91192 0.062
H -1.33191 -2.35565 0.84539 0.122
H -3.15624 2.56332 -0.30410 0.076
H -3.43842 1.15370 -1.41585 0.047
H -3.96901 1.09684 0.21958 0.070
H 4.29154 0.70161 0.71909 0.054
H 3.12350 1.60984 -0.23508 0.005
H 4.28160 0.32959 -0.97253 0.106
H 2.76307 -1.09849 1.02408 0.118
H 2.54358 -1.19199 -0.62228 0.107
```

The value obtained for the molar mass is 141.2 g mol⁻¹. As for the gap between HOMO and LUMO (spin up / spin down): 6.81 / 6.80 eV. The calculation puts the HOMO energy (spin up / spin down) at -7.50 / -7.50 eV. As for the multiplicity: 1.

***

Relative energies, unit kcal/mol: arrangement P 0.0; arrangement Q 55.7

***

Arrangement P

An isolated molecule of C4H7FN2O, computed with the ωB97M-V functional and the def2-TZVPD basis.

Geometry as XYZ:
```
15
Properties=species:S:1:pos:R:3:lowdin_charge:R:1
C -0.88596 -1.06785 0.59459 -0.159
C -0.42817 0.18442 -0.15303 -0.306
C 2.30299 -0.42304 -0.39782 -0.068
C -1.61449 1.12823 -0.31663 -0.175
H -0.04154 -1.77273 0.72929 0.123
H -1.28296 -0.78450 1.56626 0.128
H -0.16452 -0.13674 -1.16676 0.148
H 0.45056 1.86401 0.64876 0.131
H 3.37073 -0.53033 -0.63085 0.063
H 1.63991 -1.25006 -0.67688 0.057
H -2.53344 0.67061 -0.70135 0.132
N 0.65396 0.86334 0.51411 -0.045
N 1.94418 0.65811 0.18333 -0.045
O -1.55242 2.30750 -0.03375 0.062
F -1.85883 -1.71096 -0.15927 -0.046
```

The value obtained for the molar mass is 118.1 g mol⁻¹. As for the gap between HOMO and LUMO: 9.87 eV. As for the structure (SMILES): C=NN[C@H](C=O)CF. The calculation puts the HOMO energy at -9.25 eV. As for the multiplicity: 1.

***

Arrangement Q

An isolated molecule of C4H7FN2O, computed with the ωB97M-V functional and the def2-TZVPD basis.

Geometry as XYZ:
```
15
Properties=species:S:1:pos:R:3:lowdin_charge:R:1
C -2.29637 -1.03011 0.05505 -0.148
C -0.87506 0.77879 -0.06414 -0.135
C 0.35728 1.45950 0.01144 -0.259
C 1.61007 0.88754 -0.03191 -0.036
H -3.04335 -0.37949 -0.50061 0.093
H -2.70817 -1.23487 1.07397 0.090
H -2.20830 -1.98670 -0.45134 0.068
H -1.66256 1.42169 -0.37504 0.116
H 2.50891 1.43456 0.23011 0.137
H 0.95032 -0.96230 0.23731 0.110
H 3.37644 -1.30241 -0.59262 0.095
N -1.00580 -0.46001 0.19528 -0.038
N 1.74233 -0.44800 -0.16699 -0.066
O 2.99112 -1.00086 0.23914 -0.037
F 0.26311 2.82267 0.14035 0.009
```

The value obtained for the molar mass is 118.1 g mol⁻¹. As for the gap between HOMO and LUMO: 8.67 eV. As for the structure (SMILES): C/N=C/C(F)=C\NO. The calculation puts the HOMO energy at -8.03 eV. As for the multiplicity: 1.

***

Arrangement R

An isolated molecule of C4H7FN2O, computed with the ωB97M-V functional and the def2-TZVPD basis.

Geometry as XYZ:
```
15
Properties=species:S:1:pos:R:3:lowdin_charge:R:1
C 0.11667 0.77063 -0.61112 -0.329
C -1.25189 0.25684 -0.30702 -0.234
C -0.95490 -0.56463 0.94743 -0.099
C 0.96430 -0.50716 -0.35080 -0.426
H 1.15016 1.85740 0.84773 0.190
H 0.31898 1.00520 -1.72416 0.177
H -1.94183 1.12985 -0.23133 0.167
H -0.89429 0.04758 1.82896 0.108
H -1.73150 -1.33415 1.14984 0.131
H 0.79221 -1.90788 1.15261 0.124
H 2.45556 -0.00619 -1.47685 0.049
N 0.31514 -1.25405 0.59178 0.081
N 2.14561 -0.68113 -0.76524 0.121
O 0.25498 1.80142 0.30056 -0.028
F -1.73920 -0.61374 -1.35240 -0.032
```

The value obtained for the molar mass is 118.1 g mol⁻¹. As for the gap between HOMO and LUMO: 9.87 eV. As for the structure (SMILES): [H]/N=C1/NC[C@H](F)[C@H]1O. The calculation puts the HOMO energy at -9.24 eV. As for the multiplicity: 1.

***

Relative energies, unit kcal/mol: arrangement P 22.9; arrangement Q 48.8; arrangement R 0.0